Record 1
A cluster of 2 separate species, C4H11NO2 in total at a distorted geometry, computed with wB97M-V/def2-TZVPD.

Each line ends with the natural charge from an NBO analysis.
CARTESIAN COORDINATES (ANGSTROEM)
C1 -0.252545 -0.132088 0.228145  -0.6374
H1 1.043967 1.496323 -0.240615  0.1859
O1 0.853176 -6.282949 -4.125240  -0.9444
H2 -0.427243 2.824103 -1.544754  0.2101
H3 -0.730605 1.249606 -2.075926  0.2247
H4 0.228841 -6.573552 -3.441949  0.4726
H5 -0.527202 -0.698629 -0.657222  0.2126
H6 -1.886566 2.058442 -0.977971  0.2094
H7 -0.900286 2.996615 1.010841  0.3949
N1 -0.271426 2.224583 1.151576  -0.6326
H8 0.516291 -0.532078 0.890113  0.2440
H9 1.743360 -6.346590 -3.772794  0.4718
H10 -1.080937 -0.201678 0.941410  0.2170
C2 0.079514 1.934824 2.436711  0.5365
C3 -0.019730 1.366478 -0.011806  -0.0492
C4 -0.832549 1.868495 -1.182573  -0.6205
H11 0.129358 2.876595 3.025463  0.1027
O2 0.405061 0.857154 2.866604  -0.5981

Atomic forces in eV per Å
C -0.8082 0.5283 1.8068
H -0.0623 0.0185 -0.1939
O -0.4701 -0.0112 -0.0573
H -0.0908 0.0788 0.3136
H -0.1569 -0.3773 0.3244
H 0.5533 0.1099 -0.1956
H 0.4977 -0.0040 -0.0742
H -0.0585 -0.3832 0.1923
H 0.2667 0.2822 0.0354
N -0.2108 -0.5673 -0.1721
H 0.3744 -0.3145 -0.7898
H -0.0835 -0.0970 0.2540
H -0.4461 -0.0596 -0.3887
C 0.0797 0.8009 -0.3098
C 0.2503 -0.6532 -0.2250
C 0.4037 1.1086 -0.9235
H -0.4024 -0.3479 0.2880
O 0.3638 -0.1120 0.1153

* orbital gap: 10.66 eV
* SMILES: CC(C)NC=O.O
* electronic energy: -9911.264 eV
* 2S+1: 1



Record 2
A cluster of 2 separate species, C4H11NO2 in total at a distorted geometry, computed with wB97M-V/def2-TZVPD.

Each line ends with the natural charge from an NBO analysis.
CARTESIAN COORDINATES (ANGSTROEM)
O1 0.607088 -1.771073 1.364586  -0.5475
H1 0.217727 2.111174 -1.844994  0.2057
O2 -2.464650 -0.157855 1.228074  -0.5786
C1 0.504381 0.053997 -2.446364  -0.6022
H2 -1.586304 -1.703902 0.234041  0.1273
H3 -0.606398 0.880623 -0.768350  0.2027
N1 -0.169655 -0.596094 1.251190  -0.1879
H4 1.386514 0.265341 -3.058835  0.2046
H5 1.018322 -1.837851 0.479891  0.4747
C2 0.143722 0.362719 2.289765  -0.4361
C3 0.326264 1.121762 -1.395323  -0.5997
C4 -1.481236 -0.779159 0.826939  0.5031
H6 1.224411 0.522118 2.316258  0.2133
H7 -0.359936 1.309937 2.078919  0.2323
H8 1.189729 1.159157 -0.726701  0.1967
H9 0.629959 -0.926055 -1.976895  0.1835
H10 -0.209867 -0.025323 3.249279  0.2007
H11 -0.370072 0.010483 -3.101479  0.2074

Atomic forces in eV per Å
O -0.2226 0.2187 -1.0967
H -0.1158 -0.0728 0.0657
O 1.8110 -0.1528 -1.0337
C 0.0768 -0.0635 -0.2503
H 0.1517 0.2920 -0.2836
H 1.4339 0.7258 -0.9418
N -0.7394 0.4624 -0.2480
H -0.1133 -0.1818 0.0033
H 0.0176 -0.0814 0.6518
C -0.1131 -0.0976 0.1174
C -1.2923 -0.0810 1.0022
C -0.8738 -0.7403 2.0535
H -0.1932 -0.0678 -0.0206
H 0.0181 -0.2526 -0.0490
H -0.1322 0.0051 0.0780
H 0.0145 -0.0188 -0.1582
H 0.1290 0.1979 0.1014
H 0.1430 -0.0915 0.0088

* orbital gap: 10.30 eV
* SMILES: CN(O)C=O.CC
* electronic energy: -9909.482 eV
* 2S+1: 1



Record 3
An isolated molecule of C4H11NO2 at a distorted geometry, computed with wB97M-V/def2-TZVPD.

Each line ends with the natural charge from an NBO analysis.
CARTESIAN COORDINATES (ANGSTROEM)
H1 1.439415 1.529693 1.035261  0.1779
H2 -1.981117 0.296543 0.949121  0.1390
C1 -1.360787 -0.531077 0.298686  -0.2007
H3 0.918740 -2.020997 0.842991  0.1610
H4 -2.603546 -0.227872 -1.433965  0.3604
H5 -0.884419 0.612572 -1.226985  0.4131
H6 -0.273924 2.137871 0.844613  0.1962
O1 0.523763 1.621492 -0.979546  -0.7483
H7 0.675018 -1.256129 -1.618174  0.5002
O2 1.523475 -1.026195 -1.054605  -0.7501
C2 0.453397 1.357456 0.435156  -0.0692
H8 2.088999 -0.604376 0.902346  0.1716
C3 0.067053 -0.026915 0.698589  -0.3134
H9 1.165971 1.080936 -1.469382  0.5027
N1 -1.440881 -0.388476 -1.122503  -0.9046
H10 -1.558554 -1.486152 0.798227  0.1943
C4 1.155928 -0.978592 0.302533  -0.0539
H11 0.091472 -0.089777 1.797637  0.2240

Atomic forces in eV per Å
H -1.3085 -0.0025 -1.4313
H 0.5509 -1.9058 -1.5787
C 0.1934 3.5788 2.9901
H 0.4427 1.7362 -1.6705
H 4.5961 -0.5184 1.0195
H -2.2280 -2.8616 -0.6218
H 0.7667 -1.1210 -0.6091
O 0.1585 0.9172 0.0953
H 2.1112 0.6141 1.7534
O -2.3565 -0.8299 -1.5675
C 0.7643 2.3445 0.3186
H -1.2265 -0.7750 -1.3305
C -1.0423 -2.3276 1.5334
H 0.0008 -0.1663 0.8033
N -3.0876 2.9625 -1.7572
H -0.0288 -0.1182 -0.7000
C 1.8141 -1.3956 2.7477
H -0.1205 -0.1314 0.0051

* orbital gap: 10.08 eV
* SMILES: NCC(CO)CO
* electronic energy: -9908.991 eV
* 2S+1: 1



| no. | HOMO level (hartree) |
| --- | --- |
| 1 | -0.35843 |
| 2 | -0.35454 |
| 3 | -0.34107 |